DFT (ωB97M-V/def2-TZVPD) results for one molecule with the formula C4H5FO.

- HOMO energy: -9.8 eV
- Energy: -330.4813 hartree
- Structure (SMILES): O=C1CC(F)C1
- E_LUMO: 0.030 Ha
- Net charge: 0
- Molar mass: 88.1 g mol⁻¹
- Gap between HOMO and LUMO: 10.61 eV

Geometry as XYZ:
```
11
Properties=species:S:1:pos:R:3:forces:R:3
C 0.927 -0.036 0.082 1.68 0.37 2.47
C -0.157 -1.082 0.154 -0.11 -0.78 -0.27
C -1.093 0.001 -0.327 -0.90 0.21 0.00
C -0.049 1.124 0.050 -1.27 -0.33 -1.87
H 1.667 -0.015 0.931 -0.47 -0.14 -0.98
H -0.057 -2.014 -0.448 -0.02 0.72 0.47
H -0.391 -1.302 1.196 -0.07 -0.18 0.02
H 0.133 1.919 -0.693 0.01 -0.47 0.21
H -0.364 1.587 0.956 0.13 0.14 0.99
O -2.189 -0.062 -0.798 0.27 0.47 -0.02
F 1.573 -0.121 -1.103 0.76 -0.01 -1.01
```
Positions in Å, forces in eV/Å.

Charges per atom according to Löwdin partitioning, unit e: C -0.384; C -0.039; C -0.376; C -0.009; H 0.158; H 0.142; H 0.130; H 0.129; H 0.108; O 0.119; F 0.022

=====

DFT (ωB97M-V/def2-TZVPD) results for one molecule with the formula C4H5FO.

- HOMO energy: -9.2 eV
- Energy: -330.3481 hartree
- Structure (SMILES): C=CO/C=C/F
- E_LUMO: 0.041 Ha
- Net charge: 0
- Molar mass: 88.1 g mol⁻¹
- Gap between HOMO and LUMO: 10.34 eV

Geometry as XYZ:
```
11
Properties=species:S:1:pos:R:3:forces:R:3
C 1.946 -0.123 -0.448 -0.22 -0.22 1.46
C 1.022 -0.209 0.535 -0.34 -0.36 1.82
C -1.150 -0.559 -0.187 -4.64 1.77 0.99
C -1.736 0.701 -0.074 4.83 1.16 2.06
H 1.804 -0.369 -1.571 0.41 0.25 2.34
H 0.842 0.121 1.771 1.48 -0.68 -4.05
H -2.103 -1.178 -0.310 2.35 -0.69 -0.47
H -1.105 1.672 0.495 -1.90 -2.85 -2.16
H -2.749 0.902 -0.406 0.23 -0.32 0.15
O 0.047 -1.122 0.188 -2.59 1.07 -1.03
F 3.182 0.165 0.008 0.39 0.87 -1.12
```
Positions in Å, forces in eV/Å.

Charges per atom according to Löwdin partitioning, unit e: C -0.106; C -0.151; C -0.246; C -0.023; H 0.164; H 0.216; H 0.122; H 0.122; H 0.028; O -0.118; F -0.008

=====

DFT (ωB97M-V/def2-TZVPD) results for one molecule with the formula C4H5FO2.

- HOMO energy: -9.9 eV
- Energy: -405.6152 hartree
- Structure (SMILES): O=C1C[C@@H](O)[C@H]1F
- E_LUMO: 0.002 Ha
- Net charge: 0
- Molar mass: 104.1 g mol⁻¹
- Gap between HOMO and LUMO: 9.94 eV

Geometry as XYZ:
```
12
Properties=species:S:1:pos:R:3:forces:R:3
C 0.023 0.754 0.912 3.64 2.67 3.84
C 0.571 -0.636 1.141 1.12 -4.76 1.11
C -0.400 -1.106 0.053 -0.62 -4.22 -4.08
C -0.689 0.314 -0.201 -5.53 -0.15 -5.53
H 1.897 1.825 0.917 -4.51 -0.72 -2.70
H -0.590 1.054 1.838 0.95 0.43 -1.56
H 0.574 -1.351 2.107 0.24 2.26 -1.80
H 1.501 -0.822 0.520 -0.42 0.46 1.07
H -1.796 0.560 -0.154 1.11 -0.09 -0.68
O 0.951 1.671 0.265 4.36 0.96 5.18
O -0.654 -2.096 -0.713 1.16 3.69 4.08
F -0.110 0.686 -1.453 -1.49 -0.55 1.07
```
Positions in Å, forces in eV/Å.

Charges per atom according to Löwdin partitioning, unit e: C -0.359; C -0.032; C -0.275; C -0.273; H 0.233; H 0.182; H 0.171; H 0.159; H 0.189; O -0.082; O 0.068; F 0.017